No. 1
One molecule with the formula C4H6Cl2S, computed with wB97M-V/def2-TZVPD.

CARTESIAN COORDINATES (ANGSTROEM)
H -0.1853 -1.1373 -2.5375
H -0.6905 1.2766 -0.3888
S 0.8576 -2.1542 -0.5988
H -1.2396 -0.9811 -0.6289
C 0.1627 0.6309 0.1703
C -0.3505 0.8286 1.6551
Cl 0.5334 -0.3563 2.7013
C 0.6126 -0.8470 -1.8454
H 1.2891 1.0042 0.1932
H 1.3777 -0.0647 -2.1903
Cl -2.2173 0.6248 1.9580
H -0.0516 1.8035 2.1116
C -0.0985 -0.6281 -0.6000

Output
- E_LUMO (eV) = 0.73
- calculated total energy (eV) = -40123.5737
- HOMO energy (eV) = -9.0
- SMILES string = ClC(Cl)C[C@H]1CS1
- ΔE to the lowest compared entry with this formula, charge and spin (kJ/mol) = 132.22
- orbital gap (eV) = 9.7



No. 2
A 2-piece molecular cluster, C9H16N3O overall, computed with wB97M-V/def2-TZVPD.

CARTESIAN COORDINATES (ANGSTROEM)
C 1.9007 -0.6642 -1.9568
H -4.5107 1.5014 2.6688
C -2.9713 -0.5006 1.5894
H 0.0163 -0.4775 -2.7384
H 0.0808 -2.8932 1.1113
H 3.7146 -1.3167 -1.2415
C -0.2382 0.2225 1.4443
C -1.2542 1.1730 1.6597
N 2.7050 -1.5022 -1.1342
C -1.9883 -1.4736 1.6343
H -2.3542 -2.4762 1.7214
H -4.0260 -0.8383 1.5951
N 0.5711 -0.9263 -1.9740
C -2.6028 0.8574 1.7172
C -3.6815 1.8619 1.9310
H -0.8781 2.2703 1.7861
H 2.3543 -1.6500 -0.2212
C -0.6505 -1.0929 1.4753
H 0.2055 -1.5054 -1.2890
H 0.9227 0.4171 1.4814
N 2.4174 0.2924 -2.8671
H -3.3853 2.5333 2.8615
H 1.9337 0.4202 -3.8088
O 0.2281 -1.9870 0.8377
H -3.7195 2.3798 0.9534
C 3.5555 1.1069 -2.3689
H 3.9155 1.8556 -3.1213
H 4.5287 0.5997 -2.1591
H 3.2108 1.8125 -1.5876

Output
- total charge = +1
- E_LUMO (eV) = -3.15
- calculated total energy (eV) = -16102.5609
- HOMO energy (eV) = -11.3
- ΔE to the lowest compared entry with this formula, charge and spin (kJ/mol) = 255.73
- orbital gap (eV) = 8.2



No. 3
C4H7NO as an isolated structure, computed with wB97M-V/def2-TZVPD.

CARTESIAN COORDINATES (ANGSTROEM)
N 0.8156 -0.8754 -0.5878
H -2.4287 -0.9891 0.0693
C 0.4841 0.9943 -0.0774
C -0.3136 -0.2492 0.2553
H 1.0788 -1.8061 -0.2688
H -2.1424 0.5630 0.8603
C -1.8163 -0.0820 0.0240
O 0.1551 2.0019 -0.6397
C 1.7464 0.1801 -0.0762
H -2.0429 0.4826 -0.8854
H 2.0846 -0.0106 0.9534
H -0.1522 -0.5973 1.2845
H 2.5658 0.5390 -0.6948

Output
- E_LUMO (eV) = 0.74
- calculated total energy (eV) = -7797.3150
- HOMO energy (eV) = -9.7
- ΔE to the lowest compared entry with this formula, charge and spin (kJ/mol) = 224.76
- orbital gap (eV) = 10.4



No. 4
An isolated ion of composition C3H7N2 and charge +1, computed with wB97M-V/def2-TZVPD.

CARTESIAN COORDINATES (ANGSTROEM)
C -0.5954 -0.0524 0.1254
N 1.6485 -0.0869 0.5339
N -2.0348 0.6779 -0.1490
H -1.8638 1.0753 -1.1411
H 3.0449 -1.4894 0.6473
C 0.5467 0.6293 0.3449
H 2.0111 -1.6358 -0.9201
H -0.6023 -1.0006 -0.3788
H 0.7484 1.6998 0.4521
H -2.3492 1.2888 0.5994
H -2.7811 -0.0051 -0.1455
C 2.2270 -1.1009 0.0314

Output
- total charge = +1
- E_LUMO (eV) = -3.96
- calculated total energy (eV) = -6195.2382
- HOMO energy (eV) = -13.3
- SMILES string = C=N/C=C/[NH3+]
- ΔE to the lowest compared entry with this formula, charge and spin (kJ/mol) = 219.34
- orbital gap (eV) = 9.4



No. 5
C15H21AsNSY as an isolated structure, computed with wB97M-V/def2-TZVPD.

CARTESIAN COORDINATES (ANGSTROEM)
H -0.4939 -2.1585 2.9527
C -0.1187 2.5091 -1.5002
C 0.8268 0.3563 4.3578
H -2.0522 1.1857 4.7660
H -2.0885 -1.5633 2.4612
H -1.9308 -0.2594 -2.1696
As -0.5498 0.3397 2.9952
C -2.1844 0.9884 -0.4566
H 1.3986 -4.2223 -0.3296
H -0.4820 1.6017 -4.3307
C -1.7691 2.1361 0.2189
H 0.6753 3.1293 -1.9042
C 0.0415 1.0461 -3.5495
H 1.3127 1.3276 4.4061
H -2.9854 0.3812 -0.0543
C 3.0782 -3.7976 0.9530
H -1.6332 -1.5659 4.1887
H 1.5637 -0.4143 4.1442
C -0.5559 1.3914 -2.2157
Y 0.7163 0.6307 0.4158
C -1.9084 1.4754 3.7282
C 3.7482 -2.8208 1.6855
H -0.4001 3.7924 0.2004
C -0.7295 2.8912 -0.3038
C -1.5891 0.6304 -1.6539
H 3.4529 -4.8134 0.9350
S 0.0206 -1.6020 -0.5512
H 0.3613 0.1417 5.3168
H -2.2532 2.4516 1.1317
C 1.9337 -3.4789 0.2446
H -2.8410 1.3346 3.1869
N 2.1266 -1.2269 0.9965
H 1.0939 1.3230 -3.6070
C -1.2754 -1.4343 3.1705
C 3.2417 -1.5452 1.6826
H 3.7220 -0.7446 2.2307
H -0.0577 -0.0156 -3.7698
C 1.4796 -2.1717 0.2894
H 4.6456 -3.0457 2.2440
H -1.6056 2.5180 3.6804

Output
- total charge = +2
- E_LUMO (eV) = -7.23
- calculated total energy (eV) = -90090.2024
- HOMO energy (eV) = -15.0
- ΔE to the lowest compared entry with this formula, charge and spin (kJ/mol) = 28.55
- orbital gap (eV) = 7.7



No. 6
A 2-piece molecular cluster, C2H4N2 overall, computed with wB97M-V/def2-TZVPD.

CARTESIAN COORDINATES (ANGSTROEM)
H 0.2407 -0.8493 -1.1241
N 0.0515 0.8734 -0.0521
H -0.8504 0.4060 0.4666
C -0.7787 -1.7315 1.2615
N -1.5876 -0.8639 1.1911
H 1.7067 0.3311 -1.1680
H 0.5129 1.7449 0.2412
C 0.7047 0.0894 -0.8162

Output
- E_LUMO (eV) = -1.01
- calculated total energy (eV) = -5116.2000
- HOMO energy (eV) = -9.1
- ΔE to the lowest compared entry with this formula, charge and spin (kJ/mol) = 266.31
- orbital gap (eV) = 8.1



No. 7
C5H5LaO5 as an isolated structure, computed with wB97M-V/def2-TZVPD.

CARTESIAN COORDINATES (ANGSTROEM)
H -2.8048 0.3478 -2.1287
H -1.8750 -1.9082 -1.4157
La 0.0138 0.7095 1.0297
O -1.5672 1.3380 -0.7765
C -2.3119 0.1699 -1.1615
O 3.1030 -1.9370 -1.2174
C 2.4993 -1.1884 -0.5692
O -0.5396 -1.0466 -0.0698
H -0.6471 -0.8027 -2.1041
O -0.9860 2.2928 1.7281
C -1.9596 2.7345 1.0332
H -3.0870 -0.0269 -0.4034
O 2.2507 -0.2394 0.0996
C -2.3094 2.4107 -0.2227
C -1.3108 -0.9756 -1.2334
H -3.0095 2.9229 -0.8792

Output
- total charge = +1
- E_LUMO (alpha / beta) (eV) = -4.39 / -4.54
- calculated total energy (eV) = -16354.8015
- HOMO energy (alpha / beta) (eV) = -12.4 / -12.6
- spin multiplicity = 2
- ΔE to the lowest compared entry with this formula, charge and spin (kJ/mol) = 30.80
- orbital gap (alpha / beta) (eV) = 8.0 / 8.1



No. 8
One molecule with the formula C3H5NO2, computed with wB97M-V/def2-TZVPD.

CARTESIAN COORDINATES (ANGSTROEM)
H -1.5593 -1.6718 -0.3672
O -0.5478 1.3620 -0.3475
C -0.8126 -0.9571 0.0327
H 2.5010 0.8337 0.9904
C 1.2166 0.2481 -0.2540
H -0.6484 -1.2340 1.0852
C -1.3248 0.4642 -0.1134
H -2.3865 0.7117 -0.1173
H 1.5839 0.7122 -1.1687
N 1.5847 0.4134 0.9410
O 0.3932 -0.8823 -0.6810

Output
- E_LUMO (eV) = 0.66
- calculated total energy (eV) = -8774.8236
- HOMO energy (eV) = -9.5
- SMILES string = [H]/N=C/OCC=O
- ΔE to the lowest compared entry with this formula, charge and spin (kJ/mol) = 277.02
- orbital gap (eV) = 10.1